60
Properties=species:S:1:pos:R:3:forces:R:3 method="wB97M-V/def2-TZVPD" charge=-1 e_tot_ha=-5278.20643 lumo_ev=2.27
C 4.813101 0.047574 0.975979 0.1 0.0 0.0
C 4.296514 1.428372 0.570950 -0.1 0.0 -0.2
O 3.493514 2.024042 1.564789 0.1 0.0 0.2
C 2.156146 1.511938 1.588289 0.0 -0.1 -0.1
C 1.225339 2.290625 0.674608 0.1 0.1 0.0
As -0.350653 1.305202 -0.204016 0.4 -0.2 -0.1
C -1.537240 2.994200 0.122447 -0.3 0.3 0.0
C -1.068396 4.258692 -0.502338 0.4 -0.1 0.3
N -1.634857 4.996482 -1.361016 -0.2 0.0 -0.3
C 0.934759 -0.273005 -0.706862 -0.1 0.0 -0.1
C 1.243441 -1.563245 0.064056 0.1 0.0 0.1
C 0.371245 -2.771355 -0.327622 -0.1 -0.1 0.0
C 1.270342 -3.955195 -0.651512 -0.1 0.0 0.1
S 0.393366 -5.492546 -0.935800 0.0 0.2 -0.2
O -0.984546 -5.379053 -0.598831 -0.1 -0.1 0.2
O 1.184756 -6.583189 -0.467815 0.1 -0.2 0.1
Cl 0.446946 -5.602005 -2.992659 0.0 0.0 -0.2
C -1.856231 0.379836 -1.255877 -0.1 0.0 0.2
S -2.574903 -1.147778 -0.626229 -0.2 0.1 -0.2
C -4.180440 -0.594509 0.025052 0.0 -0.1 0.1
C -5.316879 -1.464836 -0.488008 0.0 -0.1 -0.1
P 0.221392 2.225739 -2.454999 -0.2 0.0 0.0
O -0.941522 2.427034 -3.386213 0.1 0.0 0.0
C -1.093322 0.700862 1.783351 -0.1 0.0 0.5
F -2.469850 0.845957 1.758610 0.4 0.0 0.1
F -0.641172 1.695080 2.659017 -0.3 -0.2 -0.2
C -0.857128 -0.576667 2.637398 0.2 0.0 0.0
F 0.427589 -0.610018 3.079535 -0.6 0.0 0.0
F -1.066861 -1.716464 1.962849 -0.1 0.4 0.5
F -1.661706 -0.598266 3.729559 0.4 0.0 -0.4
H 5.751730 0.122469 1.525832 0.0 0.0 0.1
H 4.086538 -0.447086 1.620207 0.0 0.0 0.0
H 4.980931 -0.591314 0.106904 0.0 0.0 0.0
H 5.124666 2.117533 0.400548 0.0 0.0 0.0
H 3.741541 1.358950 -0.373763 0.0 0.0 0.0
H 2.173193 0.452092 1.319371 0.0 0.1 0.1
H 1.829462 1.574647 2.623307 0.0 0.0 0.0
H 0.835179 3.149378 1.216262 0.0 0.0 0.0
H 1.813410 2.685552 -0.160322 0.0 -0.1 -0.1
H -2.571644 2.793610 -0.163107 0.0 -0.1 -0.1
H -1.524881 3.161538 1.199241 0.1 -0.1 0.1
H -0.091923 4.614689 -0.154499 -0.1 0.0 0.1
H -2.511240 4.562850 -1.663148 0.0 0.0 0.0
H 1.870156 0.263696 -0.882122 0.0 0.0 0.0
H 0.593637 -0.564943 -1.704270 0.0 0.0 0.0
H 1.202142 -1.441252 1.148533 0.0 0.0 -0.2
H 2.293418 -1.814227 -0.144695 0.0 0.0 0.0
H -0.322460 -3.043977 0.465402 0.1 0.0 -0.1
H -0.242586 -2.530151 -1.196787 0.0 -0.1 0.0
H 1.859367 -3.776165 -1.547892 0.1 -0.1 0.0
H 1.937634 -4.211988 0.173793 0.0 0.0 0.0
H -1.431689 0.144814 -2.229325 0.1 0.0 0.0
H -2.643582 1.104036 -1.443481 -0.1 0.0 0.0
H -4.138919 -0.619097 1.113204 0.0 0.0 0.0
H -4.307322 0.441380 -0.283231 0.0 0.0 0.1
H -6.245789 -1.265871 0.051280 0.0 0.1 0.0
H -5.083157 -2.524065 -0.365519 0.0 0.0 0.0
H -5.485131 -1.292123 -1.551393 0.0 0.0 0.0
H 1.222948 1.388312 -3.029538 0.1 0.0 0.0
H 1.041626 3.383189 -2.307480 0.0 0.0 0.0

=====

10
Properties=species:S:1:pos:R:3:forces:R:3 method="wB97M-V/def2-TZVPD" e_above_lowest_kcal_mol=76.4 e_tot_ha=-301.36542 lumo_ev=0.60 smiles=Cc1nnco1
C 2.027012 0.007826 -0.070785 0.5 -0.5 -1.0
C 0.570249 -0.054359 0.095895 2.0 1.5 -0.5
N -0.167015 -1.073715 0.003716 3.8 -4.4 0.4
N -1.402080 -0.793979 -0.039555 -4.4 5.2 0.3
C -1.461823 0.552832 0.058330 -0.6 2.1 -3.0
O -0.073560 1.084234 0.065935 -4.1 -0.7 0.5
H 2.251523 -1.049505 -0.462719 0.2 2.0 -0.3
H 2.565271 -0.017093 0.877197 0.0 0.7 0.0
H 2.209605 0.992401 -0.717213 0.3 -2.6 1.3
H -2.266881 1.436387 -0.474507 2.4 -3.2 2.3

=====

36
Properties=species:S:1:pos:R:3:forces:R:3 method="wB97M-V/def2-TZVPD" charge=-1 e_above_lowest_kcal_mol=19.5 e_tot_ha=-1005.26677 lumo_ev="3.08 / 3.10"
Li -0.433794 -0.550068 -2.000081 0.0 -0.1 0.1
C 1.299691 -1.729437 3.784161 -0.2 0.1 -0.1
C -0.026171 -1.203183 3.221811 0.0 -0.2 0.1
O 0.134216 -0.131738 2.370377 0.1 0.2 -0.5
P -0.134221 -0.765046 0.368626 0.3 -0.3 0.5
O 0.960209 0.362259 -0.232535 -0.1 0.2 0.2
C 2.314774 0.491909 0.192969 0.1 -0.1 -0.1
C 2.522812 1.570919 1.245034 -0.3 -0.1 -0.2
O -1.495885 0.158130 0.167570 -0.1 0.0 0.1
C -1.894345 1.242649 1.018934 0.0 0.1 0.0
C -2.905596 0.774582 2.047191 0.1 -0.1 -0.1
H 1.130751 -2.613634 4.407401 0.1 0.0 0.0
H 1.791560 -0.959831 4.383720 0.0 0.0 0.0
H 1.962654 -1.999785 2.959539 0.0 0.0 0.0
H -0.677584 -0.932487 4.076171 0.0 0.0 -0.1
H -0.525669 -2.055185 2.710494 0.0 0.1 0.1
H 2.880093 0.741331 -0.709601 0.0 -0.1 0.0
H 2.684479 -0.473229 0.560141 -0.1 0.1 0.0
H 2.242034 2.547498 0.843862 0.0 0.0 0.0
H 3.572082 1.599540 1.549843 0.0 0.0 0.0
H 1.888309 1.339504 2.097714 0.0 0.0 0.1
H -2.333547 1.997226 0.359782 0.0 0.0 0.0
H -1.020945 1.656937 1.517026 0.0 0.0 0.0
H -3.749534 0.287466 1.554658 0.0 0.0 0.0
H -3.275857 1.614988 2.638071 0.0 0.0 0.0
H -2.424574 0.060063 2.714571 0.0 0.0 0.0
C -2.174440 -0.716636 -4.698494 0.0 0.0 0.1
O -0.999804 0.023249 -4.518203 0.1 0.0 -0.2
C 0.057284 -0.751493 -3.924818 -0.1 0.4 0.1
C 1.285325 0.120160 -4.080603 -0.1 -0.2 -0.3
H -2.988939 -0.022504 -4.923864 0.0 0.0 0.0
H -2.420828 -1.288743 -3.792960 0.0 0.0 -0.1
H -2.076395 -1.430906 -5.525462 0.0 0.0 0.0
H 1.552876 0.245108 -5.143754 0.1 0.1 0.0
H 2.130858 -0.344718 -3.570074 0.1 0.0 0.0
H 1.148107 1.135088 -3.669221 0.0 0.0 0.0

=====

10
Properties=species:S:1:pos:R:3:forces:R:3 method="wB97M-V/def2-TZVPD" e_above_lowest_kcal_mol=91.3 e_tot_ha=-405.71058 lumo_ev=-1.32
H 2.562804 0.036843 0.808576 0.8 1.6 -0.4
N 1.859138 -0.562854 0.489791 -2.4 -2.1 0.7
C 0.843111 -0.317605 -0.213492 4.4 -5.1 3.5
N 0.640466 0.654972 -1.032798 -1.5 6.2 -3.4
N -0.388308 1.278734 -0.714983 -1.0 0.6 2.2
C -1.101839 0.666164 0.503553 1.3 -1.6 -5.7
N -1.615502 -0.496728 0.370421 -1.9 1.4 1.5
N -1.259700 -1.218752 -0.665565 2.0 -1.2 0.6
N -0.016093 -1.272721 -0.730418 -0.3 -3.1 -2.4
H -1.524079 1.231951 1.184912 -1.4 3.2 3.4

=====

10
Properties=species:S:1:pos:R:3:forces:R:3 method="wB97M-V/def2-TZVPD" charge=+2 multiplicity=4 e_above_lowest_kcal_mol=68.8 e_tot_ha=-753.16122 lumo_ev="-10.08 / -10.05" s2=3.75
C 1.131333 -0.358593 2.034462 -0.7 -0.2 -1.2
C 2.353250 -0.472381 2.070955 -0.3 0.2 -0.3
H 3.432040 -0.500170 2.121926 -0.4 -0.1 0.1
Li 1.108536 -0.538745 -0.679291 0.8 -0.3 0.6
O -2.395248 -0.169505 -0.310911 -0.3 1.6 -2.6
C -1.781212 0.380219 -1.234871 2.2 -2.6 3.3
C -0.500589 0.606294 -1.613217 -2.3 0.9 -0.4
Pr -1.510048 -0.506118 2.005744 0.5 -0.1 1.1
H -1.688630 -0.033366 -2.459754 0.5 0.6 0.2
H -0.149431 1.592364 -1.935042 -0.3 -0.2 -0.7

=====

8
Properties=species:S:1:pos:R:3:forces:R:3 method="wB97M-V/def2-TZVPD" e_above_lowest_kcal_mol=88.2 e_tot_ha=-565.88162 lumo_ev="-1.01 / -0.80"
C 1.471044 0.377744 0.351368 -0.6 0.7 0.8
N 2.600638 0.210019 0.395432 1.7 -0.8 0.2
N -0.581506 -1.670365 -0.761656 -2.0 1.8 1.4
O -0.666046 1.679357 1.262595 -0.6 0.3 1.3
P 0.015026 1.158434 -0.106705 -1.8 0.7 -1.8
H -1.368238 -1.576435 -1.420306 0.7 -0.3 -0.1
H 0.039864 -2.381247 -1.014935 1.2 -1.3 -1.1
H -1.510782 2.202493 1.294207 1.4 -0.9 -0.7